No. 1
Molecular formula: C5H38NO14
Method: DFT, the ωB97M-V functional and the def2-TZVPD basis

The geometry in XYZ format:
```
58
C5H38NO14 | the OMol25 dataset | the ωB97M-V functional and the def2-TZVPD basis
C 2.59062 -2.91956 -1.81608
C 1.39830 -2.41488 -0.95748
C 0.95459 -0.93168 -1.23557
C 0.47079 -0.01515 -0.40535
N 0.25675 1.38121 -0.70813
C 0.92765 1.97410 -1.61725
H 2.95512 -3.72279 -1.18165
H 3.35752 -2.21088 -2.11882
H 2.21816 -3.37316 -2.72456
H 1.48551 -2.72199 0.08003
H 0.43700 -2.82633 -1.24814
H 1.25118 -0.60607 -2.22187
H -0.07369 -0.24492 0.50153
H -0.55706 1.81317 -0.27140
H 1.75529 1.52721 -2.14018
H 0.70577 2.98595 -1.90892
H 1.25004 2.30949 3.52508
H 1.18242 1.53645 2.19283
O 0.83157 2.29203 2.65819
H 1.71804 -0.80731 2.55432
H 0.39176 -1.60209 2.76839
O 0.79042 -0.69052 2.76736
H 4.79085 -0.00683 -0.44069
H 4.33402 -1.38443 -0.00732
O 4.08607 -0.45970 0.03341
H -2.79052 1.47313 0.75376
H -3.14789 2.33825 -0.52398
O -2.83475 1.48360 -0.22747
H -1.74543 -2.62248 3.01561
H -0.88021 -2.87721 1.78240
O -0.84070 -2.78088 2.71819
H 0.95367 -2.63081 -4.09632
H -0.43997 -2.51651 -3.89920
O 0.36513 -2.30906 -3.39573
H -2.85988 -1.70216 1.14047
H -4.07681 -1.03523 1.74605
O -3.31605 -1.57481 1.96791
H -0.03840 0.88147 -4.42066
H -1.31623 1.21139 -3.52272
O -0.38541 0.98107 -3.53568
H 3.73502 2.60269 0.33535
H 2.09339 2.89158 0.46481
O 2.84101 2.48078 0.02353
H 1.10386 4.65367 0.94049
H 0.21289 3.54124 1.51911
O 0.38195 4.05988 0.71276
H -3.84504 -0.55959 -2.38307
H -3.03481 0.34886 -1.40677
O -2.96000 -0.39879 -2.03919
H -1.07966 -2.45907 -1.00219
H -2.50382 -1.75062 -1.03709
O -1.88139 -2.29245 -0.51284
H -2.16933 0.17496 3.53388
H -0.94314 0.74727 4.30885
O -1.86157 0.90021 4.08998
H -2.72012 3.02770 2.46045
H -1.45998 2.20233 2.52439
O -2.06450 2.62821 1.88724
```

Values from the calculation:
Lowest unoccupied orbital energy in eV: -2.765
Kohn-Sham gap in eV: 9.468
Maximum force in eV/A: 2.59
Net charge: +1
Highest occupied orbital energy in Eh: -0.4495
Energy relative to the best compared isomer or geometry (same formula, charge and spin) in kJ/mol: 473.5


No. 2
Molecular formula: C38H42N3
Method: DFT, the ωB97M-V functional and the def2-TZVPD basis

The geometry in XYZ format:
```
83
C38H42N3 | the OMol25 dataset | the ωB97M-V functional and the def2-TZVPD basis
C -6.77667 -0.75883 -0.89075
C -5.32357 -0.44807 -1.12887
C -4.78757 0.79887 -0.82457
C -3.44971 1.10059 -1.06730
C -3.01006 2.49261 -0.74052
C -2.62134 0.10598 -1.63111
N -1.27523 0.42837 -1.97772
C -0.15520 0.15148 -1.27711
N 0.89014 0.21927 -2.14626
C 2.25499 -0.08070 -1.87385
C 2.64198 -1.42145 -1.61596
C 1.71178 -2.60363 -1.69694
C 3.96940 -1.68881 -1.28234
C 4.93836 -0.68113 -1.25344
C 6.38208 -0.92611 -0.90613
C 4.54548 0.61836 -1.58523
C 3.21547 0.95036 -1.82576
C 2.87514 2.40428 -1.90614
C 0.50139 0.75596 -3.46245
C -0.99547 0.88753 -3.36347
C -3.16023 -1.14491 -2.00933
C -2.39000 -2.18485 -2.76369
C -4.50747 -1.39006 -1.75197
H -6.97661 -1.81698 -1.11256
H -7.05891 -0.57630 0.15750
H -7.43476 -0.14791 -1.53354
H -5.42128 1.56629 -0.39275
H -2.03485 2.73877 -1.17169
H -3.73902 3.22512 -1.11901
H -2.95990 2.65970 0.34139
H 2.27322 -3.54250 -1.53795
H 0.91664 -2.58024 -0.94194
H 1.23907 -2.69999 -2.68518
H 4.26598 -2.72186 -1.05759
H 6.91530 0.01903 -0.72606
H 6.48108 -1.52427 0.01125
H 6.90505 -1.44272 -1.72635
H 5.28507 1.42652 -1.60656
H 3.74219 3.00983 -1.60087
H 2.62239 2.72812 -2.92067
H 2.05354 2.69770 -1.24837
H 1.03053 1.70112 -3.63585
H 0.80495 0.06054 -4.25783
H -1.54082 0.26573 -4.08973
H -1.37777 1.90997 -3.45526
H -3.01239 -3.07931 -2.88046
H -2.12380 -1.85972 -3.77687
H -1.46990 -2.50531 -2.26337
H -4.93435 -2.34507 -2.06590
C 4.95601 1.09451 1.65354
N 3.54205 0.76208 1.70817
C 2.53804 1.41376 1.06403
C 1.29763 0.81265 1.35243
C 0.08266 1.06659 0.65860
C -1.18888 0.72458 1.30634
C -1.66202 -0.60191 1.26966
C -2.79048 -0.95146 2.01454
C -3.49031 0.01495 2.74890
C -4.62300 -0.38442 3.64913
C -3.10974 1.36239 2.67885
C -1.94486 1.71627 2.00855
C 1.59512 -0.11776 2.46582
C 0.82841 -0.67033 3.47986
C 1.45676 -1.23370 4.61296
C 2.85178 -1.40826 4.63346
C 3.64046 -0.90241 3.58440
C 2.99926 -0.18567 2.57434
H 5.53366 0.49724 2.37793
H 5.34216 0.92844 0.63433
H 5.09720 2.15809 1.90436
H 2.74768 2.33009 0.52007
H 0.06156 1.84887 -0.08976
H -1.13681 -1.31303 0.62293
H -3.13076 -1.98662 2.04758
H -5.13827 0.48816 4.07049
H -5.36628 -0.97657 3.10072
H -4.25693 -0.97878 4.50088
H -3.69683 2.12326 3.21417
H -1.62997 2.77561 1.99578
H -0.25303 -0.63424 3.40467
H 0.87291 -1.56046 5.48264
H 3.33492 -1.91824 5.47392
H 4.71561 -1.04504 3.55282
```

Values from the calculation:
Lowest unoccupied orbital energy in eV: -3.312
Kohn-Sham gap in eV: 7.307
Maximum force in eV/A: 1.66
Net charge: +1
Highest occupied orbital energy in Eh: -0.3902
Energy relative to the best compared isomer or geometry (same formula, charge and spin) in kJ/mol: 52.7


No. 3
Molecular formula: C26H48AuO2P2
Method: DFT, the ωB97M-V functional and the def2-TZVPD basis

The geometry in XYZ format:
```
79
C26H48AuO2P2 | the OMol25 dataset | the ωB97M-V functional and the def2-TZVPD basis
Au -0.45691 -0.06977 -2.68332
C -2.36435 1.67829 1.02971
C -2.75801 0.78771 -0.00362
C -2.44731 -0.44662 1.91370
C -2.17287 0.91824 2.21741
C -2.78888 -0.52854 0.53237
C -2.28181 3.14559 0.89023
H -1.67543 3.42678 0.01680
H -1.84099 3.60567 1.78080
H -3.28089 3.58801 0.74713
C -1.82753 1.43573 3.54556
H -1.46328 2.46705 3.48550
H -1.03782 0.80143 4.01754
H -2.69864 1.42618 4.22064
C -2.48868 -1.53278 2.90958
H -3.38955 -1.45754 3.54129
H -1.62605 -1.47086 3.58737
H -2.51098 -2.51835 2.43123
C -3.16925 -1.73275 -0.23017
H -4.18889 -1.64026 -0.63290
H -3.13897 -2.62722 0.39990
H -2.48773 -1.88320 -1.07985
C -3.14407 1.19703 -1.36761
H -3.99572 1.89310 -1.34276
H -3.42065 0.33428 -1.97942
H -2.31100 1.70584 -1.87878
C 1.39254 0.59062 -2.86618
C 0.38104 1.65852 -3.09299
C -0.36220 1.75793 -4.48966
C -1.37022 0.49360 -4.97303
C -1.23942 -0.86763 -4.21654
C 0.07544 -1.40927 -4.12248
C 1.16965 -0.78561 -5.00632
C 2.08078 0.18493 -4.17158
H 0.31049 2.03950 -5.29985
H -1.24789 0.33272 -6.04143
H -1.06690 2.58708 -4.40066
H 2.34423 1.09615 -4.75295
H 1.89582 0.30281 -1.96534
H 0.30557 2.49120 -2.44915
H 3.04913 -0.32465 -4.03897
H 1.81878 -1.55443 -5.45873
H 0.32114 -2.38804 -3.73246
H 0.73615 -0.25789 -5.88077
H -2.36868 0.89353 -4.79984
H -2.08947 -1.38948 -3.77220
P 2.04673 2.09117 1.18071
C 1.35880 2.92523 2.60965
H 2.20163 3.53695 2.95471
H 1.08224 2.16048 3.34840
H 0.48975 3.52339 2.30505
C 3.74668 1.76065 1.69292
H 4.07521 2.73284 2.07955
H 4.34381 1.42620 0.83301
H 3.71539 0.98788 2.47397
C 2.24109 3.49034 0.03666
H 2.41465 3.15409 -0.99157
H 3.10523 4.04180 0.41886
H 1.33659 4.10767 0.06840
P 1.06255 -3.67130 0.43457
C -0.30061 -4.70686 -0.23310
H 0.04047 -5.73514 -0.38972
H -0.56594 -4.24538 -1.16889
H -1.18960 -4.72749 0.39123
C 2.64519 -3.89233 -0.47535
H 2.49203 -3.60336 -1.50640
H 2.96303 -4.93383 -0.38802
H 3.44052 -3.23416 -0.10604
C 0.80704 -2.59657 1.87884
H 1.04930 -3.12708 2.78565
H -0.15019 -2.10829 1.97906
H 1.44956 -1.71737 1.76659
C 2.23092 -1.08699 5.50054
C 1.36125 -0.41811 4.47651
O 0.11752 -0.40000 4.74831
O 1.91202 0.04463 3.43587
H 2.30173 -0.43429 6.37645
H 3.23515 -1.27609 5.12185
H 1.77050 -2.02332 5.82447
```

Values from the calculation:
<S²>: 2.017
Lowest unoccupied orbital energy (alpha / beta) in eV: -4.381 / -5.333
Kohn-Sham gap (alpha / beta) in eV: 4.706 / 3.663
Maximum force in eV/A: 8.60
Multiplicity: 3
Net charge: +1
Highest occupied orbital energy (alpha / beta) in Eh: -0.3339 / -0.3306
Energy relative to the best compared isomer or geometry (same formula, charge and spin) in kJ/mol: 471.9


No. 4
Molecular formula: C8H5BrClFO
Method: DFT, the ωB97M-V functional and the def2-TZVPD basis

The geometry in XYZ format:
```
17
C8H5BrClFO | the OMol25 dataset | the ωB97M-V functional and the def2-TZVPD basis
C 1.66935 -1.42630 -0.12845
C 0.83865 -2.51744 -0.13943
C 0.82814 -0.30328 -0.13586
C -0.47452 -0.81483 -0.15127
C -0.17103 1.94539 -0.22954
C -1.41154 1.40006 -0.24543
C 1.07680 1.15240 -0.09701
C -1.61253 -0.00753 -0.17006
O -0.44857 -2.15710 -0.15551
F -1.25876 0.20934 2.51288
Cl -2.80000 2.40170 -0.37084
Br -3.30395 -0.75651 -0.17122
H 2.74013 -1.43406 -0.11890
H 1.04903 -3.56855 -0.13064
H -0.06553 3.01783 -0.27586
H 1.53989 1.40812 0.86756
H 1.80443 1.45075 -0.86043
```

Values from the calculation:
Lowest unoccupied orbital energy (alpha / beta) in eV: -2.223 / -2.224
Kohn-Sham gap (alpha / beta) in eV: 5.794 / 5.784
Maximum force in eV/A: 1.58
Highest occupied orbital energy (alpha / beta) in Eh: -0.2946 / -0.2943
Energy relative to the best compared isomer or geometry (same formula, charge and spin) in kJ/mol: 238.1


- Number 3 is which compound?
  C26H48AuO2P2


- Number 4 is which compound?
  C8H5BrClFO